# C80H118F4N14

A 18-piece molecular cluster, C80H118F4N14 overall at a distorted geometry (ωB97M-V/def2-TZVPD, OMol25).

XYZ file:
```
216
Properties=species:S:1:pos:R:3:mulliken_charge:R:1
C -0.785 13.350 3.667 0.0644
C 0.405 12.891 4.495 -0.8891
C -0.083 12.436 5.914 0.5291
C -1.088 11.306 5.875 -0.0548
N -1.865 10.411 5.863 -0.6965
H -0.298 13.777 2.791 -0.3156
H -1.329 14.200 4.078 -0.1331
H -1.491 12.554 3.430 0.5138
H 1.070 13.722 4.730 0.3125
H 0.954 12.067 4.040 0.3771
H -0.676 13.185 6.438 -0.4556
H 0.755 12.033 6.482 0.6548
C 0.115 15.668 12.511 -0.8066
C 0.095 14.912 11.095 0.7207
C -1.184 14.064 10.879 -0.5119
C -2.506 14.678 11.196 0.1747
N -3.546 15.118 11.424 -0.4677
H 0.876 16.444 12.597 0.0410
H 0.272 14.947 13.314 0.3895
H -0.785 16.237 12.742 0.0740
H 0.966 14.281 10.919 0.5295
H 0.198 15.654 10.304 -0.7292
H -1.202 13.254 11.608 0.4148
H -1.135 13.632 9.879 0.1716
C 4.324 22.148 5.554 -1.3843
C 3.748 21.285 6.652 0.3400
C 2.830 22.050 7.568 -0.8237
C 2.164 21.134 8.566 -0.0403
N 1.677 20.434 9.329 0.1609
H 3.568 22.814 5.137 0.3523
H 4.810 21.598 4.748 0.3760
H 5.073 22.765 6.050 0.3318
H 4.550 20.798 7.207 0.3227
H 3.137 20.464 6.276 -0.2352
H 2.103 22.564 6.939 0.2402
H 3.384 22.765 8.176 0.5207
C 0.324 17.770 1.793 -0.9090
C 0.377 17.135 0.428 -0.6519
C 0.412 15.565 0.602 1.0374
C 1.556 15.024 1.407 0.0401
N 2.440 14.704 2.062 -0.5340
H 1.118 17.332 2.397 0.2230
H -0.694 17.662 2.167 0.1269
H 0.506 18.845 1.815 0.5140
H 1.260 17.508 -0.091 0.4543
H -0.412 17.490 -0.235 0.3002
H 0.556 15.071 -0.359 0.4122
H -0.515 15.206 1.048 -0.8728
C -3.744 19.905 5.896 0.8340
C -2.977 20.450 4.724 -0.2000
C -3.857 21.289 3.851 -0.0830
C -4.561 22.427 4.453 0.1102
N -5.115 23.328 4.926 -0.5943
H -3.959 20.658 6.655 -0.3094
H -3.123 19.234 6.489 -0.5277
H -4.621 19.301 5.662 -0.0164
H -2.526 19.635 4.157 0.2387
H -2.154 21.096 5.031 0.0727
H -4.642 20.649 3.448 -0.1184
H -3.260 21.704 3.040 0.5278
C -3.026 15.155 6.125 -0.3319
C -4.196 16.005 6.740 0.2563
C -4.162 16.234 8.232 2.0374
C -2.919 16.757 8.787 -1.5081
N -1.900 17.214 9.195 0.5891
H -3.217 14.136 6.463 0.0327
H -1.981 15.354 6.366 0.5475
H -3.162 15.200 5.044 -0.4341
H -5.176 15.634 6.438 0.3529
H -4.175 17.002 6.301 -0.4450
H -4.486 15.313 8.717 -0.3364
H -4.869 17.042 8.416 -0.9021
C -5.927 17.642 12.000 -1.1569
C -7.399 17.882 12.318 0.5135
C -7.669 17.897 13.851 -0.7870
C -7.099 19.067 14.586 0.0670
N -6.559 19.961 15.128 -0.5100
H -5.692 17.209 11.028 -0.1360
H -5.529 16.872 12.661 0.5963
H -5.322 18.531 12.179 0.5895
H -8.036 17.036 12.059 -0.5136
H -7.707 18.775 11.774 0.5655
H -7.463 16.990 14.420 0.4759
H -8.724 18.122 14.007 0.3842
C -6.611 16.561 0.852 -1.0695
C -6.246 17.962 1.436 0.6974
C -6.420 18.991 0.342 -0.4684
C -7.794 19.075 -0.255 0.0899
N -8.848 19.120 -0.741 -0.4486
H -6.080 16.331 -0.072 0.3075
H -7.671 16.337 0.733 0.4995
H -6.263 15.797 1.548 -0.0321
H -5.197 17.926 1.730 -0.3438
H -6.821 18.250 2.317 0.1586
H -5.755 18.794 -0.500 0.2978
H -6.170 19.982 0.721 0.3329
C -7.194 13.480 4.288 -1.2984
C -5.718 12.903 4.208 0.6619
C -5.404 11.798 5.293 -0.8109
C -5.197 12.199 6.670 0.2358
N -4.976 12.543 7.767 -0.3005
H -7.470 14.145 3.470 0.3302
H -7.230 14.017 5.236 0.2329
H -7.856 12.615 4.330 0.3910
H -5.032 13.750 4.207 -0.5066
H -5.590 12.388 3.256 0.4244
H -4.532 11.185 5.067 0.2973
H -6.211 11.075 5.411 0.4731
C -3.308 10.513 9.666 -0.2360
C -2.795 9.058 9.833 -0.8294
C -1.621 8.732 8.869 -0.4471
C -0.532 9.681 8.818 0.3346
N 0.306 10.496 8.767 -0.5689
H -4.212 10.729 10.237 0.2178
H -3.478 10.689 8.604 0.0295
H -2.567 11.193 10.086 0.0271
H -3.584 8.309 9.773 0.4410
H -2.564 8.957 10.894 0.3634
H -2.041 8.669 7.865 0.2490
H -1.273 7.723 9.088 0.4156
C -10.111 16.886 8.896 -0.6924
C -10.661 17.417 10.226 0.0113
C -11.449 16.426 11.095 -0.1221
C -12.511 15.735 10.456 0.0203
N -13.342 15.113 9.960 -0.4619
H -9.723 17.629 8.200 0.1661
H -10.930 16.483 8.300 0.5336
H -9.374 16.087 8.979 -0.0757
H -11.302 18.285 10.069 0.4604
H -9.829 17.680 10.880 -0.2321
H -11.870 16.796 12.030 0.4602
H -10.689 15.695 11.371 -0.0233
C 3.135 16.738 10.810 -0.7138
C 3.845 18.131 10.971 -0.4663
C 3.194 19.095 11.937 0.7477
C 3.096 18.486 13.318 -0.0480
N 3.019 18.028 14.391 -0.5802
H 3.486 16.236 9.908 0.4477
H 2.074 16.899 10.621 -0.3496
H 3.213 16.065 11.664 0.5414
H 3.767 18.589 9.985 -0.0309
H 4.906 17.950 11.143 0.4271
H 2.212 19.355 11.542 -0.5823
H 3.738 20.032 12.057 0.5465
C 0.986 18.107 5.290 -1.8504
C 0.520 18.440 6.692 1.4541
C 1.237 17.668 7.809 1.3428
C 1.446 16.193 7.554 -0.3406
N 1.577 15.092 7.323 -0.5340
H 0.483 18.760 4.576 0.4699
H 0.853 17.081 4.947 0.3995
H 2.048 18.346 5.225 0.2816
H -0.557 18.276 6.745 -0.4603
H 0.594 19.514 6.860 -0.4773
H 0.655 17.722 8.729 -0.5177
H 2.209 18.138 7.956 0.1437
C -7.483 12.035 11.484 -1.5433
C -6.552 13.177 11.040 -0.1522
C -7.242 14.347 10.250 1.7075
C -8.015 13.838 9.054 -0.0869
N -8.584 13.378 8.187 -0.6510
H -7.742 11.484 10.580 0.3668
H -8.433 12.487 11.768 0.3949
H -7.085 11.424 12.294 0.4233
H -5.603 12.855 10.611 0.0506
H -6.231 13.615 11.985 0.4356
H -6.574 15.094 9.823 -0.8940
H -7.885 15.018 10.819 -0.0277
F -3.481 16.417 2.819 -0.0537
C -3.250 15.816 1.604 0.6620
C -2.986 16.570 0.437 -0.5608
C -2.882 15.956 -0.794 -0.5298
C -3.104 14.579 -0.924 -0.7921
C -3.202 13.803 0.232 -0.7933
C -3.359 14.399 1.514 -0.2073
H -2.997 17.648 0.492 0.6174
H -2.687 16.581 -1.653 0.4368
H -3.034 14.074 -1.876 0.4583
H -3.327 12.732 0.181 0.4749
H -3.479 13.741 2.362 0.1651
F -7.573 17.659 5.010 -0.4251
C -7.278 18.494 6.017 0.1552
C -7.303 19.893 5.774 -0.5538
C -7.262 20.818 6.755 -0.6337
C -7.228 20.335 8.094 -0.8077
C -7.156 18.983 8.350 -0.5332
C -7.191 18.007 7.342 -0.3627
H -7.558 20.234 4.781 0.5103
H -7.230 21.891 6.638 0.4680
H -7.342 21.078 8.869 0.4865
H -7.182 18.813 9.416 0.5911
H -7.271 16.945 7.524 1.1389
F 0.343 21.771 14.363 -0.3428
C -0.529 20.805 14.013 0.2015
C -1.509 20.326 14.894 -0.6519
C -2.337 19.334 14.499 -0.5873
C -2.223 18.793 13.239 -0.7093
C -1.218 19.197 12.391 0.0344
C -0.379 20.246 12.746 -0.5759
H -1.678 20.770 15.864 0.4157
H -3.112 19.040 15.191 0.3721
H -2.955 18.043 12.978 0.6406
H -1.218 18.757 11.404 0.7456
H 0.330 20.652 12.039 0.4508
F -0.410 21.817 7.203 -0.3503
C -1.570 21.914 7.837 -0.2724
C -2.434 22.972 7.568 -0.3474
C -3.667 23.077 8.229 -0.7900
C -3.933 22.037 9.165 -0.5420
C -3.018 21.114 9.584 -0.9858
C -1.832 20.992 8.838 0.8166
H -2.092 23.777 6.934 0.4311
H -4.311 23.920 8.026 0.4404
H -4.861 22.119 9.712 0.4739
H -3.357 20.369 10.288 0.6027
H -1.110 20.202 8.981 0.4621
```

Spin multiplicity ... 1
LUMO ... -0.11 eV
HOMO ... -8.92 eV
Max |F| ... 4.53 eV Å⁻¹